Here is a 2-piece molecular cluster, C6H4FNO overall from the Open Molecules 2025 dataset. Energies are from wB97M-V/def2-TZVPD.

The geometry in XYZ format:
```
13
Properties=species:S:1:pos:R:3
F -0.47 -0.98 -1.16
O -5.00 -0.23 0.60
N -1.79 0.89 0.99
C 1.75 -0.61 -0.18
C 0.45 -0.60 -0.18
C -4.25 0.59 0.19
C -2.90 0.69 0.73
C 4.30 -0.19 -0.37
C 2.99 -0.44 -0.45
H -0.18 -0.31 0.70
H 4.65 -0.01 0.67
H 5.03 -0.22 -1.11
H -4.57 1.43 -0.42
```

Results
**E**: -460.71630 hartree
**Relative energy (zero: lowest compared OMol25 entry of this formula, charge and spin)**: 83.99 kJ/mol
**Gap between HOMO and LUMO**: 8.057 eV
**Highest occupied orbital energy**: -8.983 eV

Here is one molecule with the formula C3H5P from the Open Molecules 2025 dataset. Energies are from wB97M-V/def2-TZVPD.

The geometry in XYZ format:
```
9
Properties=species:S:1:pos:R:3
P 0.77 0.00 -1.83
C -0.83 0.34 0.94
C 0.00 -0.63 1.16
C 0.53 0.46 0.29
H 1.21 1.31 0.67
H 0.16 -1.11 -1.45
H -0.47 0.51 -2.30
H 0.43 -1.36 1.89
H -1.81 0.47 0.62
```

Results
**E**: -458.48725 hartree
**Relative energy (zero: lowest compared OMol25 entry of this formula, charge and spin)**: 247.44 kJ/mol
**Gap between HOMO and LUMO**: 9.444 eV
**Highest occupied orbital energy**: -8.555 eV

Here is C26H28N7O2PdS as an isolated structure from the Open Molecules 2025 dataset. Energies are from wB97M-V/def2-TZVPD.

The geometry in XYZ format:
```
65
Properties=species:S:1:pos:R:3
Pd -0.03 -0.23 0.24
S 2.42 -1.64 0.73
O 0.97 -2.00 0.92
O -0.33 -0.09 2.55
N -1.53 0.35 4.42
N -0.20 2.01 0.52
N 0.56 0.74 -1.74
N 2.62 -0.47 4.51
N -0.18 -1.79 -1.44
N -1.98 0.22 -0.65
N 0.16 3.59 4.53
C 2.73 -0.40 2.03
C 0.44 2.48 4.55
C -0.78 -2.97 -1.30
C 0.74 1.12 4.35
C 1.20 -2.69 -3.15
C 0.83 4.07 -0.10
C 0.61 -3.93 -2.98
C -3.17 1.28 -2.39
C 0.77 -1.63 -2.36
C -0.42 0.39 3.68
C 3.43 -2.42 3.15
C -4.35 0.30 -0.55
C 0.11 4.73 0.88
C 0.64 2.70 -0.26
C -4.37 0.99 -1.75
C -0.41 -4.07 -2.05
C -1.97 0.88 -1.81
C 2.47 -1.25 3.28
C -3.11 -0.07 -0.03
C 1.88 0.56 4.76
C -0.94 2.66 1.41
C -0.82 4.02 1.63
C -0.65 1.14 -2.50
C 1.37 -0.24 -2.48
C 3.30 -2.93 1.72
C 1.37 1.90 -1.32
H -0.68 0.60 -3.45
H 1.52 4.60 -0.74
H -3.03 -0.63 0.90
H -1.56 -3.03 -0.55
H -5.26 0.04 -0.04
H 4.45 -2.09 3.35
H -0.60 2.21 -2.73
H -1.42 4.52 2.38
H 0.95 -4.78 -3.57
H 4.26 -3.13 1.24
H -2.35 -0.15 4.10
H -5.31 1.30 -2.19
H -1.57 0.76 5.34
H -1.67 2.08 1.95
H 2.38 -0.27 -2.07
H 1.61 2.55 -2.17
H -0.91 -5.02 -1.92
H 2.06 0.46 1.92
H 1.44 -1.61 3.24
H 3.19 -3.21 3.86
H 0.26 5.79 1.04
H 1.98 -2.54 -3.89
H -3.17 1.81 -3.33
H 3.77 -0.08 1.98
H 3.38 -0.72 5.14
H 1.46 0.03 -3.54
H 2.32 1.54 -0.90
H 2.68 -3.83 1.64
```

Results
**E**: -2066.31067 hartree
**2S+1**: 5
**Net charge**: +3
**Relative energy (zero: lowest compared OMol25 entry of this formula, charge and spin)**: 178.43 kJ/mol
**Gap between HOMO and LUMO (alpha / beta)**: 8.056 / 4.894 eV
**Highest occupied orbital energy (alpha / beta)**: -16.057 / -16.884 eV

Here is one molecule with the formula C4H9NO from the Open Molecules 2025 dataset. Energies are from wB97M-V/def2-TZVPD.

The geometry in XYZ format:
```
15
Properties=species:S:1:pos:R:3
O -1.28 0.33 -0.86
N 0.40 -1.16 -0.07
C 0.75 0.82 -1.02
C 1.53 -0.31 -0.48
C -1.48 0.28 0.55
C -0.30 -0.66 1.09
H 2.12 -0.83 -1.24
H 0.55 1.71 -0.43
H -2.46 -0.17 0.76
H 0.58 0.94 -2.09
H -0.72 -0.61 -0.93
H -1.46 1.30 0.96
H 2.18 -0.02 0.36
H -0.74 -1.52 1.62
H 0.34 -0.11 1.80
```

Results
**E**: -287.62828 hartree
**Relative energy (zero: lowest compared OMol25 entry of this formula, charge and spin)**: 536.06 kJ/mol
**Gap between HOMO and LUMO (alpha / beta)**: 7.584 / 7.587 eV
**Highest occupied orbital energy (alpha / beta)**: -7.893 / -7.894 eV

Here is a 2-piece molecular cluster, C6H11N overall from the Open Molecules 2025 dataset. Energies are from wB97M-V/def2-TZVPD.

The geometry in XYZ format:
```
18
Properties=species:S:1:pos:R:3
N 0.37 1.49 -1.30
C 0.70 1.39 1.09
C -0.12 1.05 -0.10
C 1.85 -2.66 1.37
C -1.03 0.02 -0.02
C 1.12 -1.83 0.91
C -1.87 -0.39 -1.21
H -1.25 -0.81 -2.00
H 2.53 -3.40 1.71
H 1.51 0.62 1.11
H 1.34 1.76 -1.34
H 1.03 2.43 1.07
H -2.42 0.45 -1.64
H 0.14 1.23 2.01
H 0.17 -1.18 0.46
H -1.54 -0.06 0.93
H 0.06 1.01 -2.14
H -2.61 -1.12 -0.91
```

Results
**E**: -289.84622 hartree
**Relative energy (zero: lowest compared OMol25 entry of this formula, charge and spin)**: 329.41 kJ/mol
**Gap between HOMO and LUMO**: 9.178 eV
**Highest occupied orbital energy**: -8.213 eV

Here is one molecule with the formula C7H12N2O5S from the Open Molecules 2025 dataset. Energies are from wB97M-V/def2-TZVPD.

The geometry in XYZ format:
```
27
Properties=species:S:1:pos:R:3
S 0.88 4.13 0.95
O 2.07 2.09 -1.87
O 0.14 -0.94 2.34
O -2.35 -3.27 -1.41
O 2.40 0.15 -0.78
O -2.24 -4.66 0.27
N -0.42 -1.06 -1.25
N 0.19 0.89 1.02
C -0.79 -1.15 0.10
C 0.03 3.06 -0.32
C 1.68 1.30 -1.04
C -1.89 -3.52 -0.32
C 0.30 1.56 -0.26
C -0.01 -0.43 1.24
C -1.00 -2.66 0.62
H 3.04 0.27 -1.56
H 0.65 -1.52 -1.34
H -1.20 -1.36 -1.95
H -1.51 -2.65 1.62
H 2.00 4.23 0.24
H 0.32 3.48 -1.41
H -0.39 1.09 -0.87
H -3.15 -5.08 -0.01
H -1.85 -0.58 0.25
H 0.66 1.20 1.97
H -0.10 -3.22 0.81
H -1.00 3.12 0.06
```

Results
**E**: -1157.80709 hartree
**Relative energy (zero: lowest compared OMol25 entry of this formula, charge and spin)**: 249.90 kJ/mol
**Gap between HOMO and LUMO**: 9.717 eV
**Highest occupied orbital energy**: -9.321 eV

Here is C5H20LiO5 as an isolated structure from the Open Molecules 2025 dataset. Energies are from wB97M-V/def2-TZVPD.

The geometry in XYZ format:
```
31
Properties=species:S:1:pos:R:3
O 2.51 0.93 0.38
O -0.30 2.51 0.69
O -2.02 -0.23 1.30
O 0.64 -1.89 1.18
O -0.56 0.14 -1.35
C -0.28 3.23 -0.53
C 2.83 -0.06 -0.52
C -0.40 -0.11 -2.69
C -2.23 -0.57 2.71
C -0.05 -2.71 0.28
Li 0.45 0.22 0.44
H -1.19 -0.92 -2.83
H -1.91 0.43 3.41
H 1.29 -2.50 1.66
H 0.67 -0.41 -2.96
H 2.95 -1.09 0.02
H 2.14 -0.23 -1.45
H -1.21 2.81 -1.14
H -3.23 -0.93 2.89
H -0.73 0.50 -3.39
H -0.49 3.09 1.46
H 3.79 -0.03 -0.98
H -0.43 4.24 -0.36
H -1.61 -1.57 2.95
H -1.40 0.43 -1.12
H -2.58 -0.67 0.71
H 0.01 -2.34 -0.73
H 0.56 -3.67 0.27
H 3.38 1.47 0.70
H -1.01 -2.97 0.33
H 0.41 2.89 -1.31
```

Results
**E**: -585.89741 hartree
**Net charge**: +1
**Relative energy (zero: lowest compared OMol25 entry of this formula, charge and spin)**: 104.52 kJ/mol
**Gap between HOMO and LUMO**: 10.877 eV
**Highest occupied orbital energy**: -13.378 eV

Here is a 2-piece molecular cluster, C10H16 overall from the Open Molecules 2025 dataset. Energies are from wB97M-V/def2-TZVPD.

The geometry in XYZ format:
```
26
Properties=species:S:1:pos:R:3
C 2.05 -1.34 0.35
C 1.18 -0.44 0.96
C 1.93 -0.09 -1.74
C 1.02 0.80 -1.17
C -2.86 0.54 0.25
C -2.21 -0.46 2.53
C -2.36 -0.70 0.99
C 2.41 -1.15 -0.97
C 0.23 1.82 -1.95
C 0.69 0.59 0.17
H -2.62 -1.29 3.09
H -2.65 0.51 2.75
H 0.01 1.34 0.57
H -3.17 -1.44 0.95
H 3.00 -1.93 -1.44
H 0.45 2.77 -1.46
H -3.64 1.04 0.83
H -1.51 -1.17 0.51
H -0.84 1.67 -2.03
H 2.16 -0.09 -2.79
H -3.32 0.25 -0.70
H 2.28 -2.26 0.85
H -1.16 -0.37 2.74
H -2.09 1.25 -0.03
H 0.65 1.91 -2.95
H 0.79 -0.59 1.95
```

Results
**E**: -390.61191 hartree
**Relative energy (zero: lowest compared OMol25 entry of this formula, charge and spin)**: 62.91 kJ/mol
**Gap between HOMO and LUMO**: 10.098 eV
**Highest occupied orbital energy**: -9.035 eV

> Among the records above, which one has the highest E?

C4H9NO